{"formula": "H18O9", "method": "wB97M-V/def2-TZVPD", "gap_ev": 11.425, "e_above_lowest_kj_mol": 296.6, "e_lumo_ev": 0.1, "smiles": "O.O.O.O.O.O.O.O.O", "spin_multiplicity": 1, "max_force_ev_per_a": 0.32, "symbols": ["O", "H", "H", "O", "H", "H", "O", "H", "H", "O", "H", "H", "O", "H", "H", "O", "H", "H", "O", "H", "H", "O", "H", "H", "O", "H", "H"], "positions_angstrom": [[-18.546, -16.639, -25.631], [-18.587, -15.820, -25.137], [-19.413, -17.030, -25.518], [-14.761, -22.836, -19.141], [-15.687, -23.018, -19.296], [-14.572, -22.071, -19.684], [-14.116, -14.473, -15.991], [-13.458, -13.779, -15.949], [-13.771, -15.165, -15.427], [-11.769, -16.575, -22.468], [-12.580, -16.811, -22.017], [-11.578, -17.327, -23.028], [-18.849, -12.491, -23.546], [-18.397, -11.805, -24.036], [-18.572, -12.359, -22.639], [-12.649, -18.495, -13.991], [-12.299, -18.835, -13.168], [-12.158, -18.958, -14.670], [-15.636, -17.436, -19.625], [-16.296, -16.783, -19.858], [-15.179, -17.057, -18.874], [-18.130, -13.097, -18.336], [-18.660, -12.615, -17.700], [-17.361, -13.381, -17.842], [-18.680, -17.747, -15.451], [-18.747, -16.903, -15.003], [-17.762, -17.806, -15.714]], "nbo_charge": [-0.94, 0.47, 0.47, -0.94, 0.47, 0.47, -0.95, 0.47, 0.48, -0.94, 0.47, 0.47, -0.94, 0.47, 0.47, -0.94, 0.47, 0.47, -0.94, 0.47, 0.47, -0.94, 0.47, 0.47, -0.93, 0.47, 0.47]}

***

{"formula": "C36H50As2BF4N2O8RuS5Se3", "method": "wB97M-V/def2-TZVPD", "gap_ev": [5.570, 5.313], "e_above_lowest_kj_mol": 117.7, "e_lumo_ev": [-1.4, -1.6], "spin_multiplicity": 2, "max_force_ev_per_a": 1.81, "symbols": ["Ru", "S", "C", "S", "C", "C", "S", "S", "S", "C", "Se", "C", "C", "Se", "C", "H", "H", "H", "H", "H", "H", "H", "H", "H", "H", "F", "B", "F", "F", "F", "C", "C", "C", "C", "N", "C", "Se", "N", "C", "C", "C", "C", "C", "C", "C", "C", "C", "C", "H", "H", "H", "H", "H", "H", "H", "H", "H", "H", "H", "H", "H", "H", "H", "H", "H", "H", "H", "H", "H", "H", "C", "O", "C", "O", "C", "C", "As", "C", "C", "C", "As", "C", "C", "O", "O", "C", "C", "O", "O", "C", "C", "O", "O", "C", "H", "H", "H", "H", "H", "H", "H", "H", "H", "H", "H", "H", "H", "H", "H", "H", "H", "H"], "positions_angstrom": [[-0.100, -0.449, -0.210], [3.720, 4.684, -3.849], [2.888, 3.569, -2.983], [1.450, 2.788, -3.572], [1.145, 1.791, -2.180], [2.051, 1.889, -1.205], [1.747, 1.073, 0.306], [3.359, 3.015, -1.424], [-0.291, 0.788, -2.148], [-3.612, -0.274, -1.387], [-2.549, -1.113, -0.013], [-2.506, -2.885, -0.810], [-1.689, -2.873, -2.073], [0.174, -2.442, -1.724], [0.517, -2.026, -3.571], [-4.460, -0.934, -1.556], [-3.063, -0.105, -2.311], [-3.961, 0.670, -0.977], [-3.529, -3.206, -1.012], [-2.087, -3.516, -0.030], [-2.033, -2.111, -2.774], [-1.724, -3.841, -2.578], [-0.142, -1.239, -3.918], [0.361, -2.953, -4.122], [1.549, -1.696, -3.613], [-0.707, -3.194, 1.607], [-0.978, -2.307, 2.667], [-0.525, -0.984, 2.232], [-0.291, -2.658, 3.811], [-2.354, -2.236, 2.870], [-0.632, 3.782, 4.401], [-0.540, 4.972, 3.447], [0.807, 5.068, 2.735], [1.060, 3.940, 1.740], [0.152, 4.036, 0.585], [-0.916, 3.255, 0.312], [-1.339, 1.670, 1.227], [-1.568, 3.800, -0.731], [-2.840, 3.335, -1.287], [-4.022, 3.671, -0.381], [-4.183, 5.159, -0.071], [-4.702, 5.974, -1.253], [-0.864, 4.910, -1.193], [-1.070, 5.754, -2.279], [-0.136, 6.751, -2.477], [0.970, 6.903, -1.623], [1.171, 6.062, -0.548], [0.225, 5.061, -0.353], [-1.526, 3.845, 5.023], [0.233, 3.754, 5.068], [-0.679, 2.832, 3.867], [-0.702, 5.897, 4.005], [-1.344, 4.920, 2.704], [1.613, 5.040, 3.474], [0.887, 6.027, 2.217], [0.899, 2.963, 2.190], [2.080, 3.971, 1.354], [-2.742, 2.266, -1.440], [-2.943, 3.801, -2.265], [-3.908, 3.104, 0.546], [-4.927, 3.307, -0.878], [-3.226, 5.567, 0.268], [-4.873, 5.265, 0.768], [-4.003, 5.970, -2.092], [-4.864, 7.016, -0.976], [-5.653, 5.575, -1.614], [-1.902, 5.626, -2.957], [-0.247, 7.419, -3.320], [1.688, 7.687, -1.822], [2.039, 6.160, 0.090], [3.240, 1.455, 4.074], [2.954, 0.610, 2.953], [3.794, 0.748, 1.910], [4.759, 1.460, 1.939], [3.266, -0.021, 0.687], [4.260, -0.105, -0.419], [5.863, -1.096, -0.071], [6.145, -1.153, 1.866], [4.870, -2.849, -0.052], [3.605, -3.025, 0.324], [2.247, -1.728, 0.999], [2.452, -2.241, 2.860], [3.060, -4.423, 0.338], [3.701, -5.437, 0.244], [1.727, -4.410, 0.507], [1.087, -5.686, 0.608], [5.809, -3.976, -0.381], [6.660, -4.302, 0.400], [5.800, -4.483, -1.626], [4.824, -3.996, -2.558], [3.752, -0.489, -1.664], [2.618, -0.951, -1.865], [4.516, -0.423, -2.804], [5.695, 0.382, -2.871], [2.402, 1.332, 4.754], [3.331, 2.492, 3.753], [4.170, 1.152, 4.551], [6.687, -0.265, 2.182], [6.751, -2.045, 2.021], [5.226, -1.247, 2.438], [3.504, -2.231, 3.132], [2.049, -3.249, 2.951], [1.864, -1.585, 3.492], [0.106, -5.482, 1.025], [1.657, -6.349, 1.255], [1.007, -6.135, -0.382], [5.070, -4.469, -3.504], [4.873, -2.912, -2.669], [3.819, -4.288, -2.257], [5.698, 0.838, -3.861], [6.583, -0.234, -2.747], [5.678, 1.152, -2.101]], "mulliken_charge": [2.42, -0.15, 0.24, -0.34, 1.31, -1.60, -0.88, 0.08, -0.94, -1.07, 0.45, -0.82, -0.84, 0.15, -1.13, 0.56, 0.35, 0.02, 0.63, 0.10, 0.40, 0.60, 0.39, 0.54, 0.06, -0.27, -0.18, 0.21, -0.32, -0.38, -1.10, 0.04, -1.00, -1.01, 2.22, -0.93, -0.65, 1.54, -0.38, -0.46, -0.28, -1.29, 0.97, -1.34, -0.86, -1.08, -0.75, 0.38, 0.40, 0.31, 0.12, 0.46, -0.14, 0.54, 0.39, 0.13, 0.31, -1.03, 0.63, 0.22, 0.71, -0.04, 0.51, 0.20, 0.40, 0.35, 0.50, 0.43, 0.44, 0.53, -0.91, 0.00, -0.32, -0.56, 1.16, -0.65, -0.08, -0.93, 0.34, 0.41, 3.06, -1.71, -1.21, -0.58, 0.10, -0.96, 0.02, -0.60, -0.37, -0.19, -0.57, 0.26, -0.37, -0.86, 0.24, 0.30, 0.32, 0.42, 0.45, 0.03, 0.48, 0.49, 0.41, 0.18, 0.39, 0.27, 0.43, 0.07, 0.09, 0.32, 0.33, 0.37]}

***

{"formula": "C4H9NO2", "method": "wB97M-V/def2-TZVPD", "gap_ev": 10.215, "e_above_lowest_kj_mol": 45.5, "e_lumo_ev": 0.7, "smiles": "C[C@@H](O)CC(N)=O", "spin_multiplicity": 1, "max_force_ev_per_a": 0.89, "symbols": ["C", "C", "O", "C", "C", "N", "O", "H", "H", "H", "H", "H", "H", "H", "H", "H"], "positions_angstrom": [[-0.196, -1.383, -1.728], [-0.127, -0.908, -0.279], [1.251, -0.795, 0.107], [-0.761, 0.477, -0.062], [-0.743, 1.066, 1.342], [0.237, 0.699, 2.197], [-1.653, 1.817, 1.662], [0.323, -0.674, -2.382], [-1.232, -1.484, -2.065], [0.291, -2.362, -1.849], [-0.612, -1.654, 0.369], [1.660, -1.667, 0.020], [-0.311, 1.182, -0.773], [-1.843, 0.546, -0.218], [0.172, 1.075, 3.129], [1.022, 0.144, 1.887]], "nbo_charge": [-0.63, 0.10, -0.74, -0.53, 0.68, -0.83, -0.63, 0.22, 0.22, 0.21, 0.17, 0.48, 0.23, 0.25, 0.40, 0.42]}